Entry 1:
{"formula": "C55H30CoN12O4", "method": "ωB97M-V with the def2-TZVPD basis set", "lumo_ev": [3.56, 3.56], "charge": -2, "orbital_gap_ev": [4.84, 5.02], "multiplicity": 2, "elements": ["Co", "C", "C", "C", "C", "C", "N", "C", "C", "C", "C", "C", "C", "C", "C", "N", "C", "N", "C", "N", "C", "N", "C", "N", "C", "N", "C", "C", "C", "C", "C", "C", "C", "C", "C", "C", "C", "C", "C", "C", "N", "H", "H", "H", "H", "H", "H", "H", "H", "H", "H", "H", "H", "H", "H", "H", "H", "N", "C", "C", "C", "C", "C", "C", "C", "C", "C", "C", "C", "C", "N", "C", "C", "C", "C", "N", "H", "H", "H", "H", "H", "H", "H", "H", "H", "H", "O", "C", "O", "C", "C", "C", "C", "C", "C", "N", "O", "O", "H", "H", "H", "H"], "positions_angstrom": [[-0.084283, 0.468947, 0.443253], [5.275420, -1.877731, -2.416351], [4.428524, -2.112834, -3.508403], [3.104144, -1.708678, -3.492226], [2.638745, -1.068266, -2.350224], [1.334272, -0.529074, -1.984962], [0.341907, -0.442704, -2.787746], [-0.884193, -0.038016, -2.401619], [-1.899020, 0.298002, -3.319482], [-1.929178, 0.436931, -4.721184], [-3.115491, 0.779892, -5.316039], [-4.291292, 0.993541, -4.547310], [-4.275802, 0.854236, -3.183145], [-3.064895, 0.508856, -2.553730], [-2.704557, 0.243202, -1.209879], [-3.240002, -0.535844, 1.083501], [-2.780372, 0.605034, 1.767963], [-1.511919, 1.025012, 1.709578], [-1.422278, 2.153913, 2.492349], [-0.296214, 2.826448, 2.813092], [0.864358, 2.447568, 2.428197], [1.193259, 1.368336, 1.585443], [2.521773, 1.272993, 1.510028], [3.262048, 0.458379, 0.776542], [2.680983, -0.119988, -0.270536], [1.415337, -0.030692, -0.676315], [3.479274, -0.838089, -1.269321], [4.809836, -1.227127, -1.285267], [3.142529, 2.284632, 2.375282], [4.471010, 2.568039, 2.650555], [4.738971, 3.636512, 3.491567], [3.696291, 4.400130, 4.033160], [2.370792, 4.112891, 3.751291], [2.108247, 3.040677, 2.908280], [-2.692997, 2.465716, 3.018001], [-3.171928, 3.487047, 3.860248], [-4.499665, 3.484124, 4.202476], [-5.381156, 2.469746, 3.738480], [-4.929773, 1.459721, 2.929253], [-3.572586, 1.457369, 2.556533], [-1.392550, -0.030019, -1.109854], [6.305534, -2.210262, -2.462560], [4.821672, -2.622211, -4.380511], [2.442401, -1.884619, -4.330439], [-1.030733, 0.275244, -5.303894], [-3.162997, 0.897345, -6.393012], [-5.208479, 1.276984, -5.050886], [-5.176877, 1.028588, -2.604486], [5.449040, -1.028145, -0.434878], [5.259386, 1.968953, 2.213608], [5.764202, 3.891234, 3.731761], [3.935836, 5.233749, 4.683180], [1.558162, 4.695960, 4.164979], [-2.499317, 4.257890, 4.216322], [-4.891231, 4.268208, 4.841147], [-6.422761, 2.497624, 4.037877], [-5.596932, 0.678069, 2.583506], [-0.083512, -8.967812, -3.289355], [-0.250233, -7.981073, -2.716602], [-0.455357, -6.757545, -2.003011], [-1.671103, -6.515685, -1.356000], [-1.865786, -5.344641, -0.657825], [-0.859799, -4.358913, -0.571401], [0.360579, -4.627978, -1.228916], [0.559599, -5.794279, -1.930678], [-1.037675, -3.136543, 0.172640], [-2.294903, -2.452281, 0.251797], [-3.412821, -2.595536, -0.685198], [-4.217566, -1.547223, -0.851552], [-3.753584, -0.238888, -0.244427], [-2.338078, -1.535640, 1.183430], [0.059740, -2.618807, 0.942756], [0.899924, -3.469013, 1.688674], [1.567519, -2.679925, 2.615782], [1.147207, -1.372947, 2.373344], [0.265707, -1.306298, 1.359014], [-2.452028, -7.265086, -1.390993], [-2.795064, -5.194660, -0.123602], [1.141806, -3.880159, -1.187301], [1.498982, -5.967478, -2.440089], [-3.562931, -3.518936, -1.226660], [-5.057733, -1.555485, -1.533687], [-4.562037, 0.486526, -0.146442], [0.913718, -4.545098, 1.604961], [2.267550, -2.990447, 3.375792], [1.467660, -0.490896, 2.894783], [-2.210805, 3.012471, -0.233798], [-1.023801, 3.084020, -0.509174], [-0.100272, 2.195682, -0.428341], [-0.475629, 4.432680, -0.956658], [-1.223944, 5.572185, -0.690858], [-0.764617, 6.828945, -1.061860], [0.443256, 6.958788, -1.726662], [1.165803, 5.806574, -1.991770], [0.743345, 4.545068, -1.613406], [2.451517, 5.945272, -2.709607], [3.059333, 4.939018, -2.997101], [2.824520, 7.068701, -3.001757], [-2.173640, 5.442213, -0.188255], [-1.349402, 7.711419, -0.835276], [0.828497, 7.917641, -2.037423], [1.339173, 3.665948, -1.810870]], "forces_ev_per_a": [[-0.2, -0.1, 0.0], [0.0, 0.0, 0.0], [0.0, 0.0, 0.0], [-0.1, 0.0, 0.0], [0.0, 0.0, 0.0], [0.0, 0.0, 0.1], [0.0, 0.0, 0.0], [0.0, 0.0, 0.0], [0.1, 0.0, -0.1], [0.0, 0.0, 0.0], [0.0, 0.0, 0.0], [0.0, 0.0, 0.0], [0.0, 0.0, 0.0], [0.0, 0.0, 0.0], [0.0, 0.1, 0.0], [0.0, 0.0, 0.0], [0.0, 0.0, 0.0], [0.0, 0.0, 0.0], [0.1, 0.0, 0.0], [-0.1, 0.0, 0.0], [0.1, 0.0, 0.0], [0.1, 0.0, 0.1], [0.0, 0.1, 0.1], [0.0, 0.0, -0.1], [0.1, 0.0, 0.1], [0.0, 0.0, -0.1], [0.0, 0.0, 0.0], [0.0, 0.0, 0.0], [0.0, -0.1, -0.1], [0.0, 0.0, 0.0], [0.0, 0.0, 0.0], [0.0, 0.0, 0.0], [0.0, 0.0, 0.0], [-0.1, 0.0, 0.0], [0.0, 0.0, 0.1], [0.0, 0.0, 0.0], [0.0, 0.0, 0.0], [0.0, 0.0, 0.0], [0.0, 0.0, 0.0], [0.0, 0.0, 0.0], [0.2, 0.0, 0.0], [0.0, 0.0, 0.0], [0.0, 0.0, 0.0], [0.0, 0.0, 0.0], [0.0, 0.0, 0.0], [0.0, 0.0, 0.0], [0.0, 0.0, 0.0], [0.0, 0.0, 0.0], [0.0, 0.0, 0.0], [0.0, 0.0, 0.0], [0.0, 0.0, 0.0], [0.0, 0.0, 0.0], [0.0, 0.0, 0.0], [0.0, 0.0, 0.0], [0.0, 0.0, 0.0], [0.0, 0.0, 0.0], [0.0, 0.0, 0.0], [0.0, 0.0, 0.0], [0.0, 0.0, 0.0], [0.0, 0.0, 0.0], [0.0, 0.0, 0.0], [0.0, 0.0, 0.0], [0.0, -0.1, -0.1], [0.0, 0.0, 0.0], [0.0, 0.0, 0.0], [-0.2, 0.1, 0.0], [0.2, -0.2, -0.1], [-0.1, 0.0, 0.0], [0.0, 0.0, 0.0], [-0.1, 0.0, 0.0], [-0.1, 0.1, 0.1], [0.1, 0.0, 0.0], [-0.1, 0.0, -0.1], [0.0, 0.1, 0.0], [0.1, 0.0, 0.0], [-0.1, 0.0, 0.0], [0.0, 0.0, 0.0], [0.0, 0.0, 0.0], [0.0, 0.0, 0.0], [0.0, 0.0, 0.0], [0.0, 0.0, 0.0], [0.0, 0.0, 0.0], [0.0, 0.0, 0.0], [0.0, 0.0, 0.0], [0.0, 0.0, 0.0], [0.0, 0.0, 0.0], [0.0, -0.1, -0.1], [0.0, 0.1, 0.3], [-0.1, 0.0, -0.1], [0.0, 0.0, -0.1], [0.0, 0.0, 0.0], [0.0, 0.0, 0.0], [0.0, 0.0, 0.0], [0.2, 0.1, 0.0], [0.0, 0.0, 0.1], [-0.3, 0.0, -0.1], [0.1, -0.2, 0.0], [0.0, 0.2, 0.0], [0.0, 0.0, 0.0], [0.0, 0.0, 0.0], [0.0, 0.0, 0.0], [0.0, 0.0, 0.0]], "mulliken_spin": [0.01, 0.00, 0.00, 0.00, 0.00, -0.01, 0.01, 0.00, 0.00, 0.00, 0.00, 0.00, 0.01, 0.01, 0.03, 0.08, -0.04, 0.01, 0.00, -0.01, 0.02, -0.01, 0.02, 0.00, -0.01, 0.00, -0.01, 0.00, 0.00, 0.00, 0.00, 0.00, 0.00, 0.00, -0.01, 0.01, -0.01, 0.01, 0.00, 0.02, -0.03, 0.00, 0.00, 0.00, 0.00, 0.00, 0.00, 0.00, 0.00, 0.00, 0.00, 0.00, 0.00, 0.00, 0.00, 0.00, 0.00, 0.04, -0.01, 0.11, -0.05, 0.12, -0.01, 0.08, -0.04, 0.21, -0.05, 0.05, -0.08, 0.00, 0.27, 0.01, 0.10, -0.01, 0.12, 0.04, 0.00, 0.00, 0.02, 0.00, -0.01, -0.01, 0.01, 0.00, 0.00, 0.01, 0.00, 0.00, 0.00, 0.00, 0.00, 0.00, 0.00, 0.00, 0.00, 0.00, 0.00, 0.00, 0.00, 0.00, 0.00, 0.00]}


Entry 2:
{"formula": "C12H16N2O", "method": "ωB97M-V with the def2-TZVPD basis set", "lumo_ev": [3.49, 3.41], "charge": -1, "orbital_gap_ev": [3.11, 6.51], "e_above_lowest_kj_mol": 31.13, "multiplicity": 2, "elements": ["C", "C", "C", "O", "N", "H", "H", "H", "H", "H", "H", "H", "C", "C", "C", "C", "C", "C", "C", "C", "C", "N", "H", "H", "H", "H", "H", "H", "H", "H", "H"], "positions_angstrom": [[2.038628, 1.345149, 1.392899], [1.230191, 0.174245, 1.949002], [1.276716, 2.612040, 1.057077], [1.796485, 3.595767, 0.553193], [-0.059248, 2.588992, 1.309404], [2.896720, 1.626365, 2.011303], [2.419940, 1.078660, 0.400168], [1.959864, -0.615650, 1.992887], [-0.545689, 3.400302, 0.961429], [-0.595269, 1.901218, 1.801796], [0.380640, -0.049484, 1.297183], [0.717555, 0.407155, 2.866224], [-0.949429, 0.906154, -2.740525], [-1.177336, -1.595495, -0.013799], [-0.566381, -1.030045, -1.135586], [-1.358707, 0.087840, -1.547792], [-2.426196, 0.178791, -0.674090], [-0.574907, -2.544104, 0.828149], [0.725201, -2.988863, 0.474236], [0.706971, -1.580774, -1.518863], [1.296573, -2.572885, -0.707259], [-2.285140, -0.818193, 0.287165], [-3.010236, -1.099833, 0.919759], [-1.095272, -2.961724, 1.689565], [-3.078906, 1.031288, -0.574190], [1.215840, -3.756284, 1.062293], [1.299669, -1.159520, -2.321507], [-1.620905, 1.751116, -2.932615], [-0.946918, 0.285748, -3.645090], [2.128021, -3.108794, -1.159613], [0.066516, 1.270543, -2.554771]], "forces_ev_per_a": [[-0.4, 0.6, -0.5], [-0.1, 1.0, -0.9], [-0.3, -0.3, 0.5], [0.1, -0.1, 0.0], [-0.2, 0.9, -0.2], [-0.1, -0.1, 0.0], [0.2, -0.3, 0.2], [-0.5, -0.8, 0.4], [-0.1, -0.1, 0.1], [0.3, -0.4, -0.2], [0.6, -0.5, -0.4], [0.4, 0.0, 1.0], [-0.4, 0.0, 0.4], [-0.2, 0.6, 1.1], [0.3, 0.1, 0.1], [0.5, -0.8, -0.1], [0.1, 0.7, -0.7], [-0.4, -0.3, 0.3], [0.0, -0.7, -0.3], [0.1, 0.2, -0.3], [-0.2, 0.2, -0.6], [0.1, -0.2, -0.1], [0.0, 0.0, 0.0], [0.1, 0.2, -0.1], [-0.4, -0.2, 0.2], [0.0, -0.1, 0.0], [-0.2, 0.0, -0.2], [0.1, 0.0, 0.1], [0.1, 0.1, 0.1], [0.4, 0.2, 0.5], [-0.1, 0.1, -0.3]], "mulliken_spin": [0.00, -0.01, 0.03, 0.00, 0.02, 0.00, 0.00, 0.00, -0.01, -0.01, 0.02, -0.01, -0.02, -0.01, -0.17, -0.11, 0.31, 0.32, 0.17, 0.51, -0.22, -0.03, 0.01, 0.05, 0.04, 0.04, 0.09, 0.01, -0.01, -0.01, 0.00]}


Entry 3:
{"formula": "C4H6N2O", "method": "ωB97M-V with the def2-TZVPD basis set", "lumo_ev": 0.88, "smiles": "O=C1NC[C@H]2CN12", "orbital_gap_ev": 10.50, "e_above_lowest_kj_mol": 157.96, "multiplicity": 1, "elements": ["O", "C", "N", "C", "C", "C", "N", "H", "H", "H", "H", "H", "H"], "positions_angstrom": [[-1.249872, -2.267946, -0.716844], [-0.609857, -1.266813, -0.511911], [-0.462195, -0.189337, -1.373857], [0.091114, 0.974563, -0.728089], [0.836319, 0.289675, 0.399194], [0.142807, -0.048986, 1.659273], [0.309588, -1.052106, 0.589812], [-0.940057, -0.111356, -2.255896], [-0.688670, 1.684080, -0.414980], [0.808687, 1.514219, -1.349440], [1.906379, 0.271796, 0.228090], [0.737078, -0.146881, 2.572676], [-0.869200, 0.297945, 1.863610]], "forces_ev_per_a": [[0.2, 0.5, 0.3], [0.0, -0.1, -0.1], [-0.3, -0.1, -0.1], [0.1, 0.1, 0.0], [0.2, 0.2, -0.1], [-0.2, 0.1, 0.1], [0.0, -0.2, -0.3], [-0.3, -0.4, 0.2], [0.2, -0.1, 0.1], [-0.2, -0.1, -0.1], [0.1, 0.4, 0.8], [-0.2, -0.6, -0.4], [0.2, 0.3, -0.3]], "lowdin_charge": [0.08, -0.49, 0.08, -0.15, -0.26, -0.05, 0.05, 0.14, 0.12, 0.11, 0.14, 0.11, 0.12]}


Entry 4:
{"formula": "C2H8OS", "method": "ωB97M-V with the def2-TZVPD basis set", "lumo_ev": 0.72, "smiles": "CCO.S", "orbital_gap_ev": 9.50, "e_above_lowest_kj_mol": 93.39, "multiplicity": 1, "elements": ["C", "C", "O", "H", "H", "H", "H", "H", "H", "S", "H", "H"], "positions_angstrom": [[-0.132125, 1.056364, -0.914034], [0.450737, 0.600202, 0.411800], [-0.470199, -0.177842, 1.178064], [-0.462806, 0.184831, -1.503678], [0.625853, 1.607526, -1.495664], [-0.998645, 1.718501, -0.748672], [1.318087, -0.066862, 0.243892], [0.803826, 1.470251, 0.998146], [-1.251992, 0.384144, 1.360704], [-0.090225, -2.339149, -0.446850], [-0.403365, -1.392260, 0.457062], [0.610855, -3.045705, 0.459228]], "forces_ev_per_a": [[-0.2, -0.1, -0.2], [1.1, 0.5, -0.1], [-0.8, 2.4, 1.3], [0.1, 0.4, 0.2], [-0.3, -0.2, 0.2], [0.3, -0.2, -0.1], [-0.5, 0.4, 0.1], [-0.2, -0.4, -0.1], [0.5, -0.6, -0.1], [0.5, -1.8, -0.9], [-0.4, -0.5, -0.1], [-0.1, 0.0, -0.2]], "lowdin_charge": [-0.10, -0.34, -0.17, 0.05, 0.09, 0.08, 0.10, 0.12, 0.13, 0.50, -0.25, -0.21]}


Question: Which formula does entry 2 have?
Answer: C12H16N2O